1.
Computed, not measured: a cluster of 5 separate species, C18H58ClN10O3P3 in total at a distorted geometry, with ωB97M-V/def2-TZVPD.

Positions of all 93 atoms, in Å:
1 N 0.355 0.079 -0.893
2 H -0.410 0.623 -0.519
3 H 0.522 0.148 -1.887
4 H 0.161 -0.831 -0.502
5 H 1.166 0.502 -0.465
6 Cl 1.010 0.143 -3.949
7 O 2.045 1.422 0.684
8 P 2.917 2.527 0.869
9 N 3.930 2.701 -0.478
10 C 4.896 1.591 -0.536
11 C 3.376 2.888 -1.863
12 N 3.953 2.482 2.248
13 C 3.895 1.563 3.417
14 C 5.123 3.348 2.305
15 N 2.030 3.988 0.831
16 C 2.208 5.047 1.799
17 C 0.883 4.156 -0.068
18 H 4.450 0.624 -0.767
19 H 5.507 1.522 0.364
20 H 5.729 1.723 -1.227
21 H 2.731 3.761 -1.956
22 H 2.902 1.950 -2.153
23 H 4.109 3.219 -2.599
24 H 2.938 1.686 3.925
25 H 4.060 0.509 3.190
26 H 4.663 1.747 4.168
27 H 6.105 2.882 2.394
28 H 5.183 3.987 1.424
29 H 4.955 3.991 3.169
30 H 3.134 4.968 2.367
31 H 2.223 5.995 1.260
32 H 1.335 5.054 2.452
33 H 0.474 3.152 -0.180
34 H 1.129 4.515 -1.067
35 H 0.198 4.850 0.419
36 O 0.540 -2.321 0.079
37 P 0.445 -3.723 -0.080
38 N 0.595 -4.138 -1.762
39 C -0.612 -3.927 -2.538
40 C 1.736 -3.570 -2.484
41 N -1.153 -4.211 0.398
42 C -2.053 -3.178 0.948
43 C -1.584 -5.648 0.486
44 N 1.475 -4.706 0.849
45 C 1.865 -6.062 0.245
46 C 2.273 -4.260 2.077
47 H -1.122 -3.078 -2.083
48 H -1.288 -4.781 -2.491
49 H -0.515 -3.709 -3.602
50 H 2.523 -3.195 -1.830
51 H 1.368 -2.686 -3.004
52 H 2.053 -4.171 -3.336
53 H -2.829 -3.591 1.593
54 H -1.540 -2.464 1.591
55 H -2.289 -2.676 0.010
56 H -0.943 -6.217 -0.188
57 H -1.418 -5.926 1.527
58 H -2.648 -5.746 0.266
59 H 2.216 -6.759 1.007
60 H 1.001 -6.562 -0.191
61 H 2.586 -6.003 -0.570
62 H 2.177 -4.958 2.909
63 H 1.821 -3.302 2.332
64 H 3.336 -4.272 1.837
65 O -1.798 0.493 0.553
66 P -3.016 1.038 -0.075
67 N -2.970 1.186 -1.818
68 C -3.062 -0.131 -2.542
69 C -2.107 2.213 -2.483
70 N -3.446 2.546 0.514
71 C -3.117 2.935 1.945
72 C -4.377 3.520 -0.150
73 N -4.407 -0.028 0.242
74 C -4.460 -0.710 1.486
75 C -5.726 0.120 -0.500
76 H -3.026 -0.030 -3.627
77 H -4.001 -0.643 -2.334
78 H -2.147 -0.723 -2.510
79 H -2.919 2.795 -2.917
80 H -1.373 2.047 -3.271
81 H -1.695 2.873 -1.719
82 H -2.546 2.125 2.397
83 H -2.532 3.852 2.015
84 H -4.084 2.937 2.449
85 H -4.179 4.520 0.236
86 H -4.164 3.448 -1.217
87 H -5.396 3.163 0.001
88 H -3.419 -0.810 1.794
89 H -4.996 -0.073 2.189
90 H -4.790 -1.743 1.375
91 H -5.862 -0.805 -1.061
92 H -5.720 0.866 -1.294
93 H -6.565 0.348 0.158

Computed properties:
- Total charge: -1
- Frontier orbital gap (spin up / spin down): 1.59 / 8.11 eV
- HOMO energy (spin up / spin down): 0.900 / -5.629 eV
- E_LUMO (spin up / spin down): 0.0917 / 0.0910 Eh
- Multiplicity: 2

Atomic partial charges in e from the Löwdin method, atoms 1 to 4: number 1, N, carries 0.23; number 2, H, carries 0.04; number 3, H, carries -0.10; number 4, H, carries 0.04

=====

2.
Computed, not measured: a structure of composition C18H60AlNO9PS10, with ωB97M-V/def2-TZVPD.

Positions of all 100 atoms, in Å:
1 N -0.425 1.036 -0.863
2 Al 0.163 -0.733 -0.708
3 P 2.350 -0.676 0.403
4 S 3.898 -1.183 -0.777
5 H 0.185 1.499 -1.549
6 H -0.226 1.548 0.006
7 H -0.848 -1.614 0.209
8 H 0.336 -1.327 -2.200
9 H 2.551 0.612 0.944
10 H 2.352 -1.454 1.585
11 C 7.590 -0.577 1.720
12 S 6.232 -0.467 2.896
13 O 5.110 0.145 2.150
14 C 6.954 0.833 3.901
15 H 7.288 -1.301 0.963
16 H 7.732 0.400 1.257
17 H 8.494 -0.909 2.232
18 H 7.146 1.699 3.267
19 H 7.872 0.482 4.372
20 H 6.236 1.093 4.676
21 C 0.914 -4.798 -2.435
22 S -0.781 -5.354 -2.240
23 O -1.394 -4.481 -1.210
24 C -0.416 -6.907 -1.406
25 H 0.875 -3.803 -2.879
26 H 1.384 -4.731 -1.454
27 H 1.452 -5.489 -3.087
28 H 0.168 -6.696 -0.509
29 H 0.130 -7.568 -2.081
30 H -1.370 -7.357 -1.136
31 C 0.261 4.587 -5.399
32 S -0.451 3.115 -4.638
33 O 0.343 2.840 -3.421
34 C 0.128 1.957 -5.886
35 H 0.052 5.424 -4.734
36 H 1.338 4.450 -5.500
37 H -0.206 4.760 -6.370
38 H 1.215 2.015 -5.944
39 H -0.334 2.188 -6.847
40 H -0.172 0.964 -5.554
41 C -2.990 -1.314 -2.058
42 S -4.508 -1.502 -1.136
43 O -5.549 -0.676 -1.836
44 C -3.994 -0.565 0.297
45 H -3.133 -1.801 -3.023
46 H -2.784 -0.251 -2.190
47 H -2.179 -1.800 -1.515
48 H -3.700 0.434 -0.029
49 H -3.155 -1.074 0.774
50 H -4.830 -0.518 0.993
51 C 5.108 1.843 7.924
52 S 6.735 1.087 7.859
53 O 6.631 -0.067 6.931
54 C 6.705 0.400 9.521
55 H 4.926 2.293 6.948
56 H 4.364 1.073 8.126
57 H 5.097 2.615 8.694
58 H 5.846 -0.264 9.618
59 H 6.657 1.210 10.250
60 H 7.629 -0.162 9.652
61 C -7.463 1.147 -3.923
62 S -8.989 1.061 -2.993
63 O -9.992 1.909 -3.705
64 C -8.399 1.987 -1.576
65 H -7.651 0.647 -4.872
66 H -7.200 2.191 -4.099
67 H -6.674 0.624 -3.375
68 H -8.082 2.977 -1.907
69 H -7.570 1.437 -1.128
70 H -9.224 2.071 -0.870
71 C 8.954 4.587 2.170
72 S 8.587 5.235 3.806
73 O 7.929 4.131 4.551
74 C 7.276 6.346 3.282
75 H 9.724 3.826 2.291
76 H 8.050 4.141 1.754
77 H 9.324 5.391 1.533
78 H 6.500 5.767 2.781
79 H 7.686 7.108 2.618
80 H 6.872 6.815 4.179
81 C -2.286 -3.137 5.159
82 S -2.422 -1.509 4.403
83 O -3.627 -1.518 3.532
84 C -1.030 -1.673 3.294
85 H -3.116 -3.251 5.856
86 H -2.346 -3.895 4.377
87 H -1.339 -3.204 5.695
88 H -1.155 -2.561 2.674
89 H -0.097 -1.716 3.859
90 H -1.039 -0.797 2.647
91 C -9.559 -1.130 -6.431
92 S -7.912 -1.849 -6.520
93 O -7.155 -1.057 -7.524
94 C -8.422 -3.363 -7.346
95 H -9.474 -0.140 -5.984
96 H -9.964 -1.049 -7.440
97 H -10.192 -1.757 -5.802
98 H -8.913 -3.107 -8.286
99 H -9.090 -3.925 -6.694
100 H -7.521 -3.943 -7.540

Computed properties:
- Total charge: -1
- Frontier orbital gap: 5.52 eV
- HOMO energy: -3.802 eV
- E_LUMO: 0.0632 Eh

Atomic partial charges in e from the Löwdin method, atoms 1 to 4: number 1, N, carries -0.14; number 2, Al, carries 0.01; number 3, P, carries 0.12; number 4, S, carries -0.17

=====

3.
Computed, not measured: a cluster of 12 separate species, C18H60N8O12 in total at a distorted geometry, with ωB97M-V/def2-TZVPD.

Positions of all 98 atoms, in Å:
1 N 1.447 -5.021 -1.905
2 C 1.812 -3.810 -1.464
3 N 2.463 -3.861 -0.350
4 O 1.466 -2.691 -2.182
5 H 0.805 -5.070 -2.744
6 H 1.640 -6.010 -1.513
7 H 2.873 -2.897 -0.140
8 H 3.002 -4.695 0.027
9 N -0.973 -4.658 -0.290
10 C -0.733 -4.431 0.990
11 N 0.526 -4.461 1.420
12 O -1.641 -4.191 1.958
13 H -1.888 -4.530 -0.838
14 H -0.129 -4.892 -0.811
15 H 0.731 -4.246 2.396
16 H 1.333 -4.334 0.684
17 N -4.262 -2.550 0.238
18 C -3.429 -1.538 0.217
19 N -2.361 -1.616 1.031
20 O -3.708 -0.390 -0.594
21 H -5.090 -2.355 -0.328
22 H -4.351 -3.413 0.838
23 H -1.680 -0.872 0.790
24 H -2.132 -2.487 1.481
25 N -2.412 3.941 -2.248
26 C -1.492 3.112 -2.744
27 N -0.539 3.742 -3.300
28 O -1.602 1.727 -2.554
29 H -3.034 3.540 -1.523
30 H -2.367 4.978 -2.378
31 H 0.177 3.111 -3.711
32 H -0.546 4.837 -3.558
33 C 2.850 1.640 2.659
34 C 3.221 2.223 1.275
35 O 4.020 3.339 1.501
36 H 1.811 1.256 2.700
37 H 2.972 2.317 3.555
38 H 3.270 0.654 2.670
39 H 2.315 2.661 0.862
40 H 3.596 1.501 0.517
41 H 4.637 3.418 0.786
42 C 1.627 -0.778 -5.099
43 C 2.009 0.256 -4.026
44 O 1.465 1.484 -4.334
45 H 2.121 -1.681 -4.949
46 H 1.640 -0.524 -6.161
47 H 0.580 -1.186 -4.942
48 H 3.060 0.398 -3.774
49 H 1.537 -0.061 -3.031
50 H 1.999 2.132 -3.849
51 C 0.250 -0.189 4.385
52 C -0.970 -0.993 4.145
53 O -0.657 -2.308 3.960
54 H 0.093 0.868 4.198
55 H 1.074 -0.517 3.695
56 H 0.589 -0.396 5.424
57 H -1.549 -0.536 3.328
58 H -1.647 -0.943 5.021
59 H -1.468 -2.788 3.893
60 C -0.412 3.153 2.439
61 C -0.390 4.116 1.298
62 O -0.485 5.476 1.810
63 H -0.063 2.143 2.200
64 H -1.489 3.004 2.598
65 H 0.064 3.433 3.406
66 H -1.154 3.875 0.555
67 H 0.664 4.051 0.948
68 H -0.201 6.064 1.116
69 C 0.846 -1.045 0.420
70 C 0.338 0.237 -0.277
71 O -0.879 0.686 0.133
72 H 0.669 -0.956 1.508
73 H 1.835 -1.330 0.227
74 H 0.222 -1.919 0.074
75 H 0.197 0.214 -1.412
76 H 1.033 1.088 -0.161
77 H -1.318 1.267 -0.524
78 C -3.978 4.025 0.972
79 C -3.962 2.520 0.863
80 O -3.997 2.339 -0.620
81 H -3.862 4.280 1.998
82 H -4.953 4.383 0.753
83 H -3.171 4.503 0.374
84 H -4.891 2.123 1.272
85 H -3.159 1.991 1.360
86 H -3.969 1.371 -0.856
87 C 5.069 -0.660 0.682
88 O 5.335 -2.080 0.584
89 H 3.979 -0.532 0.520
90 H 5.515 -0.073 -0.049
91 H 5.214 -0.260 1.719
92 H 5.526 -2.172 1.499
93 C -1.661 -1.507 -3.150
94 O -0.974 -2.768 -3.161
95 H -1.489 -0.871 -3.979
96 H -1.682 -1.023 -2.214
97 H -2.666 -1.751 -3.406
98 H -0.025 -2.627 -2.856

Computed properties:
- Total charge: 0
- ΔE to the lowest compared entry with this formula, charge and spin: 730.4 kJ/mol
- Frontier orbital gap: 8.30 eV
- HOMO energy: -8.592 eV
- SMILES: NC(N)=O.NC(N)=O.NC(N)=O.NC(N)=O.CCO.CCO.CCO.CCO.CCO.CCO.CO.CO
- E_LUMO: -0.0108 Eh

Atomic partial charges in e from the Löwdin method, atoms 1 to 4: number 1, N, carries 0.12; number 2, C, carries -0.59; number 3, N, carries 0.13; number 4, O, carries -0.07

=====

no.,total energy (eV)
1,-81040.374
2,-163790.282
3,-56125.183